{"formula": "C5H11N2OPS", "method": "ωB97M-V/def2-TZVPD", "species": ["C", "C", "C", "C", "C", "N", "N", "O", "P", "S", "H", "H", "H", "H", "H", "H", "H", "H", "H", "H", "H"], "coordinates": [[1.587, -0.118, -1.610], [-1.423, 1.694, 1.001], [-2.460, -0.400, 0.164], [1.007, -1.391, -1.177], [1.226, -1.373, 0.316], [2.043, 0.967, -1.621], [-1.459, 0.545, 0.049], [4.375, 1.457, 0.151], [2.960, 1.207, 0.438], [2.902, -1.017, 0.859], [-2.422, 1.843, 1.451], [-0.574, 1.692, 1.654], [-1.186, 2.683, 0.502], [-3.374, 0.068, 0.539], [-2.909, -0.586, -0.883], [-2.127, -1.341, 0.653], [-0.102, -1.568, -1.458], [1.624, -2.217, -1.657], [1.112, -2.416, 0.894], [0.617, -0.669, 0.654], [-1.416, 0.940, -0.917]], "atomic_forces_ev_per_a": [[0.1, 2.4, 0.0], [-0.5, 1.0, -1.6], [-2.7, -1.2, -1.8], [0.1, -1.9, -1.7], [2.4, -5.0, 1.1], [-1.2, -2.6, -0.8], [2.8, 3.5, -1.5], [0.1, 0.3, 0.1], [0.4, -0.8, 0.8], [0.5, 1.0, -0.4], [0.7, -0.2, 0.4], [0.1, -0.8, 1.1], [-0.6, -1.1, -0.2], [-0.1, -0.5, 1.2], [1.1, -0.5, 1.3], [-0.7, 0.5, -0.1], [1.8, 0.7, 0.4], [-0.8, 0.9, 0.5], [-0.6, 2.2, -1.7], [-2.9, 2.7, 2.0], [0.0, -0.6, 1.4]], "energy_ha": -1121.33737, "relative_energy_kj_mol": 191.4, "total_charge": 0, "homo_ev": -8.8}